Molecular formula: C17H49O9
Method: DFT, ωB97M-V/def2-TZVPD

CARTESIAN COORDINATES (ANGSTROEM)
1 C 1.077 -2.836 -0.768
2 C 0.423 -1.799 0.148
3 O 0.625 -0.471 -0.288
4 C 1.918 0.098 0.185
5 O 1.509 1.355 0.821
6 H 0.742 -3.861 -0.528
7 H 0.868 -2.642 -1.834
8 H 2.165 -2.791 -0.599
9 H -0.666 -1.972 0.263
10 H 0.895 -1.885 1.147
11 H 2.407 0.415 -0.772
12 H 0.726 1.690 0.349
13 C 2.601 2.692 4.134
14 C 3.276 3.772 3.311
15 O 3.841 3.248 2.126
16 H 3.313 1.905 4.388
17 H 2.172 3.089 5.058
18 H 1.803 2.237 3.542
19 H 4.097 4.235 3.864
20 H 2.549 4.561 3.075
21 H 3.116 2.823 1.635
22 C -2.388 2.043 -2.814
23 C -1.343 2.777 -2.003
24 O -0.688 1.890 -1.112
25 H -3.120 1.570 -2.156
26 H -2.910 2.707 -3.508
27 H -1.896 1.254 -3.383
28 H -1.800 3.563 -1.398
29 H -0.610 3.257 -2.663
30 H -0.238 1.188 -1.614
31 C 3.674 1.031 -3.388
32 C 2.209 1.403 -3.257
33 O 1.378 0.277 -3.046
34 H 3.816 0.323 -4.208
35 H 4.287 1.915 -3.576
36 H 4.026 0.564 -2.465
37 H 1.847 1.865 -4.179
38 H 2.086 2.125 -2.442
39 H 1.613 -0.135 -2.197
40 C -3.418 -2.102 -1.965
41 C -1.962 -2.131 -2.401
42 O -1.352 -0.860 -2.339
43 H -3.985 -1.400 -2.579
44 H -3.876 -3.090 -2.048
45 H -3.496 -1.780 -0.924
46 H -1.886 -2.445 -3.444
47 H -1.408 -2.857 -1.793
48 H -1.339 -0.564 -1.418
49 C -3.497 -0.933 2.232
50 C -2.845 -1.904 3.198
51 O -1.480 -2.124 2.905
52 H -3.393 -1.299 1.210
53 H -4.558 -0.806 2.456
54 H -3.019 0.047 2.294
55 H -3.318 -2.886 3.132
56 H -2.972 -1.546 4.227
57 H -1.006 -1.283 2.928
58 C 5.039 -3.923 2.014
59 C 4.194 -5.013 1.385
60 O 4.418 -5.122 -0.018
61 H 4.817 -2.962 1.546
62 H 4.836 -3.839 3.083
63 H 6.104 -4.136 1.885
64 H 3.137 -4.775 1.501
65 H 4.386 -5.982 1.860
66 H 5.350 -5.330 -0.152
67 C -5.481 2.825 -0.383
68 C -4.457 3.586 0.443
69 O -3.774 2.750 1.362
70 H -6.203 2.344 0.280
71 H -6.017 3.481 -1.071
72 H -4.988 2.045 -0.967
73 H -4.948 4.349 1.050
74 H -3.733 4.092 -0.204
75 H -3.270 2.092 0.866

## Properties
charge = -1
energy above the lowest of the compared OMol25 structures with the same formula, charge and spin = 0.00 kcal per mole



Molecular formula: C17H50Cl4NO17
Method: DFT, ωB97M-V/def2-TZVPD

CARTESIAN COORDINATES (ANGSTROEM)
1 C 0.756 -2.502 1.656
2 C -0.134 -1.271 1.386
3 C 0.675 0.026 1.156
4 C 1.421 0.123 -0.193
5 C 0.422 -0.077 -1.313
6 C -0.582 -1.204 -1.261
7 N -1.016 -1.464 0.169
8 O -1.934 -2.196 0.334
9 C 0.098 -2.508 -1.739
10 C -1.842 -0.839 -2.042
11 C -1.062 -0.939 2.593
12 H 0.109 -3.378 1.743
13 H 1.279 -2.426 2.599
14 H 1.457 -2.741 0.856
15 H 1.389 0.101 1.977
16 H -0.041 0.848 1.213
17 H 2.208 -0.633 -0.190
18 H 1.814 1.135 -0.263
19 H 1.027 -0.062 -2.222
20 H -0.143 0.859 -1.392
21 H 0.022 -2.517 -2.824
22 H -0.472 -3.364 -1.372
23 H 1.130 -2.662 -1.432
24 H -2.330 0.041 -1.630
25 H -2.538 -1.666 -2.198
26 H -1.597 -0.687 -3.096
27 H -0.604 -0.583 3.508
28 H -1.801 -1.726 2.737
29 H -1.687 -0.136 2.190
30 C 0.497 6.936 -2.402
31 C 0.692 5.692 -1.943
32 C -0.163 4.552 -2.347
33 O -0.136 3.461 -1.812
34 C -1.088 4.901 -3.432
35 C -1.280 6.124 -3.940
36 C -0.568 7.301 -3.341
37 O -0.734 8.457 -3.661
38 O -2.093 6.317 -4.992
39 O 1.671 5.347 -1.098
40 H 1.141 7.748 -2.092
41 H -1.550 4.104 -4.003
42 H -1.692 6.844 -5.693
43 H 1.836 4.395 -1.060
44 O 0.208 -3.507 4.708
45 H -0.248 -4.308 4.983
46 H 0.412 -3.052 5.532
47 O 2.153 -1.314 4.742
48 H 3.096 -1.289 4.926
49 H 1.994 -2.208 4.412
50 O 3.255 -3.750 2.779
51 H 3.967 -4.259 3.179
52 H 3.682 -2.942 2.452
53 O 3.520 3.119 -0.636
54 H 3.847 2.718 0.174
55 H 4.285 3.569 -1.008
56 O 2.176 -6.099 1.626
57 H 1.327 -6.236 2.063
58 H 2.444 -5.209 1.888
59 O -0.698 -6.019 2.169
60 H -1.048 -6.649 1.532
61 H -1.397 -5.367 2.275
62 O -0.052 0.518 5.746
63 H 0.757 0.958 6.020
64 H 0.226 -0.371 5.508
65 O 3.934 -3.357 -1.667
66 H 3.741 -3.013 -2.546
67 H 3.297 -4.068 -1.538
68 O 0.185 0.474 -5.114
69 H -0.052 1.082 -5.820
70 H 0.759 0.985 -4.536
71 O 1.144 -2.572 -5.134
72 H 0.511 -1.846 -5.171
73 H 0.640 -3.317 -4.794
74 O 4.520 -2.248 0.819
75 H 4.286 -2.681 -0.019
76 H 5.473 -2.353 0.885
77 O -2.518 1.916 5.331
78 H -1.676 1.448 5.418
79 H -3.122 1.265 4.965
80 C -3.710 4.354 -1.305
81 Cl -5.246 4.757 -0.536
82 Cl -3.212 2.644 -1.074
83 H -3.756 4.528 -2.379
84 H -2.916 5.059 -1.063
85 C -5.758 -0.081 0.189
86 Cl -6.932 -1.240 -0.469
87 Cl -4.393 -0.773 1.101
88 H -5.356 0.480 -0.647
89 H -6.303 0.529 0.901

## Properties
charge = +1



Molecular formula: C17H50O11
Method: DFT, ωB97M-V/def2-TZVPD

CARTESIAN COORDINATES (ANGSTROEM)
1 C 9.248 14.000 11.795
2 C 10.338 13.389 12.370
3 C 11.297 12.699 11.546
4 C 11.164 12.676 10.184
5 C 10.054 13.277 9.590
6 C 9.133 13.940 10.395
7 H 8.467 14.522 12.351
8 H 10.432 13.407 13.466
9 H 12.192 12.334 12.071
10 H 11.896 12.220 9.550
11 H 9.905 13.234 8.509
12 H 8.289 14.490 9.998
13 C 9.598 7.652 11.780
14 O 10.548 7.064 10.922
15 H 9.413 8.747 11.562
16 H 8.637 7.121 11.731
17 H 9.921 7.538 12.829
18 H 11.450 7.266 11.221
19 C 9.980 12.236 4.771
20 O 10.511 12.577 6.058
21 H 9.454 13.128 4.312
22 H 10.707 11.870 4.020
23 H 9.278 11.419 4.906
24 H 11.063 13.343 5.918
25 C 7.990 17.194 12.407
26 O 6.968 16.565 11.625
27 H 7.813 17.011 13.458
28 H 8.941 16.778 12.118
29 H 8.001 18.254 12.226
30 H 7.184 16.701 10.710
31 C 7.120 9.418 14.160
32 O 7.718 10.719 14.137
33 H 6.093 9.483 14.381
34 H 7.312 8.907 13.205
35 H 7.527 8.843 14.982
36 H 7.939 10.804 13.203
37 C 9.422 15.913 16.320
38 O 8.708 15.154 15.379
39 H 10.199 15.265 16.678
40 H 9.708 16.888 15.766
41 H 8.806 16.097 17.175
42 H 8.775 14.224 15.630
43 C 6.353 11.399 11.360
44 O 7.770 11.083 11.503
45 H 6.093 11.513 10.260
46 H 5.798 10.556 11.772
47 H 6.035 12.263 11.934
48 H 8.276 11.896 11.383
49 C 7.753 11.894 17.026
50 O 8.720 12.437 16.106
51 H 7.133 12.647 17.463
52 H 7.078 11.158 16.638
53 H 8.230 11.458 17.917
54 H 8.586 11.840 15.283
55 C 11.628 16.462 13.591
56 O 10.696 17.558 13.466
57 H 11.043 15.526 13.422
58 H 12.503 16.569 12.928
59 H 12.015 16.287 14.628
60 H 11.155 18.326 13.823
61 C 12.009 12.128 15.668
62 O 11.492 12.656 16.881
63 H 11.210 11.738 15.055
64 H 12.455 12.992 15.123
65 H 12.736 11.306 15.838
66 H 10.533 12.583 16.783
67 C 13.330 5.632 12.088
68 O 13.130 7.056 12.092
69 H 13.092 5.214 11.111
70 H 14.307 5.381 12.433
71 H 12.606 5.093 12.758
72 H 13.909 7.393 11.591
73 C 12.242 16.220 10.119
74 O 13.491 15.645 10.499
75 H 12.237 17.252 10.407
76 H 11.951 16.015 9.107
77 H 11.449 15.867 10.821
78 H 14.090 16.388 10.642

## Properties
SMILES string = c1ccccc1.CO.CO.CO.CO.CO.CO.CO.CO.CO.CO.CO
energy above the lowest of the compared OMol25 structures with the same formula, charge and spin = 31.72 kcal per mole



| no. | LUMO (eV) |
| --- | --- |
| 1 | 2.798 |
| 2 | -5.486 |
| 3 | 0.569 |